# 1
Formula: C23H42NO2PReS4Sb
Source: OMol25
Level of theory: wB97M-V/def2-TZVPD

```
75
Properties=species:S:1:pos:R:3:forces:R:3
Re -0.38501 -0.15214 0.03286 -0.19 0.01 0.09
S -11.21726 0.16266 -3.25446 0.00 -0.04 0.00
Sb -11.35702 -1.79590 -2.42113 -0.24 0.03 -0.02
S -0.81723 0.61893 1.87203 0.06 -0.08 -0.17
S -2.12215 -0.97047 -0.71212 0.42 0.10 0.15
S -11.56249 -3.72685 -1.54351 0.01 -0.01 -0.02
C -1.92445 -1.95475 3.86758 -0.01 -0.01 -0.01
C -0.45071 -1.67650 4.20106 0.00 0.00 0.01
C 0.50691 -2.67494 3.54155 0.00 0.01 0.00
C 0.08773 -3.20439 2.15574 0.02 0.01 -0.01
C -1.40753 -3.61752 2.08569 0.01 -0.01 0.00
C -2.12137 -3.39828 3.42098 0.00 0.00 -0.02
P 0.72715 -2.30644 0.69051 0.00 -0.01 -0.02
C 0.66691 -3.39587 -0.77742 0.01 -0.01 -0.01
C -0.71373 -3.73165 -1.39169 0.02 -0.01 -0.01
C -0.75051 -5.16754 -1.93931 -0.01 -0.01 -0.01
C 0.54494 -5.51628 -2.66505 0.01 0.00 0.01
C 1.76554 -5.42604 -1.72453 0.00 0.01 -0.01
C 1.43194 -4.69751 -0.41913 0.00 0.02 -0.01
C 2.47671 -1.81974 1.03332 0.00 0.00 -0.01
C 2.56731 -0.42015 1.67628 -0.02 0.00 0.01
C 4.02729 0.01689 1.74683 0.01 0.01 -0.01
C 4.58797 0.25486 0.33456 0.00 0.00 0.01
C 3.87234 -0.60411 -0.71816 -0.01 0.00 0.00
C 3.48657 -1.96069 -0.13635 0.00 0.00 0.01
H -2.27358 -1.31054 3.04822 -0.02 0.00 0.03
H -2.55472 -1.71387 4.72177 0.00 -0.02 0.01
H -0.29974 -1.75364 5.27825 0.00 0.03 0.00
H -0.16971 -0.63999 3.97090 0.00 0.00 -0.03
H 0.54645 -3.56739 4.16835 0.00 -0.01 -0.01
H 1.52948 -2.29783 3.54040 0.00 0.00 0.01
H 0.70251 -4.10089 1.98340 -0.02 -0.01 0.03
H -1.47725 -4.65991 1.77250 -0.01 0.01 -0.03
H -1.94201 -3.02973 1.33338 0.00 0.03 0.01
H -1.75474 -4.09500 4.17714 0.00 0.01 0.01
H -3.18036 -3.61834 3.29028 0.00 -0.01 0.00
H 1.26367 -2.86122 -1.52544 -0.02 -0.02 0.00
H -0.90424 -3.03932 -2.21525 -0.01 0.00 0.00
H -1.52086 -3.61628 -0.66292 -0.01 -0.02 0.03
H -1.60360 -5.25819 -2.61107 0.00 -0.01 -0.01
H -0.92885 -5.87420 -1.12624 0.00 0.01 0.01
H 0.67200 -4.84841 -3.52068 0.00 0.02 0.02
H 0.46831 -6.52034 -3.07821 0.01 0.01 -0.02
H 2.58802 -4.90471 -2.21986 0.01 -0.02 0.00
H 2.14136 -6.41755 -1.47307 -0.02 0.00 0.02
H 2.34720 -4.50675 0.14601 0.01 0.02 0.00
H 0.79139 -5.31777 0.21072 0.01 -0.01 0.00
H 2.74222 -2.55318 1.80356 0.01 -0.01 0.00
H 2.09596 -0.40986 2.66037 0.00 0.01 0.00
H 2.02959 0.32752 1.06889 -0.01 0.01 0.00
H 4.59897 -0.75795 2.26323 0.00 -0.01 0.00
H 4.11794 0.91499 2.35580 0.00 0.00 0.01
H 5.65347 0.02700 0.32411 0.00 0.01 0.00
H 4.50396 1.31458 0.07723 -0.01 0.00 0.00
H 4.50926 -0.75101 -1.59029 0.01 0.00 0.00
H 2.96658 -0.10307 -1.08690 0.00 0.00 -0.01
H 4.38316 -2.43138 0.27247 0.00 0.00 0.00
H 3.13981 -2.63481 -0.91608 0.00 -0.01 0.00
O 1.39581 2.65598 -0.01440 0.02 -0.01 0.00
C 1.26657 2.10525 -1.05845 -0.04 0.02 0.00
O 0.55397 0.92244 -1.19274 -0.01 0.02 -0.01
C 1.79354 2.60305 -2.38416 0.01 0.01 -0.01
N 2.72853 3.75648 -2.12504 0.00 0.00 0.00
C 2.52464 4.73860 -3.26624 -0.01 0.00 0.00
C 1.02502 4.66949 -3.47534 0.00 0.00 0.00
C 0.68082 3.17968 -3.30708 0.00 0.00 0.00
H 2.35371 1.81094 -2.87965 0.00 -0.02 0.02
H 3.70290 3.46107 -2.03955 0.00 0.00 -0.02
H 2.47396 4.19491 -1.23200 0.01 0.00 0.01
H 3.08839 4.35865 -4.11698 0.00 0.00 0.00
H 2.91630 5.70855 -2.97097 0.00 0.00 0.00
H 0.74701 5.04231 -4.45829 -0.01 0.01 0.00
H 0.50856 5.28035 -2.73380 0.01 0.00 0.01
H 0.69908 2.65250 -4.25802 0.02 0.01 0.00
H -0.30762 3.04406 -2.87181 0.00 -0.01 -0.02
```
Forces are in eV/Å.

Values from the calculation:
**Energy**: -91376.7158 eV
**Max |F|**: 0.5 eV Å⁻¹
**Total charge**: +4

# 2
Formula: H16O8
Source: OMol25
Level of theory: wB97M-V/def2-TZVPD

```
24
Properties=species:S:1:pos:R:3:forces:R:3
O 1.29288 0.91054 -2.69983 0.05 2.09 -0.60
H 2.20588 1.04854 -2.44483 0.26 0.16 -0.11
H 1.10088 0.07854 -2.32483 -0.39 -2.04 0.54
O 0.10388 -2.52346 1.27417 2.02 0.33 1.86
H -0.42212 -2.11646 0.63417 -1.60 1.31 -2.16
H -0.22712 -3.39246 1.35417 -0.47 -1.55 0.22
O 1.49188 3.23854 -0.83283 2.62 2.12 -0.29
H 1.17488 2.38454 -0.83483 -1.10 -2.94 -0.20
H 0.80688 3.83354 -0.63283 -1.27 1.01 0.43
O -1.24612 1.89154 -0.15983 -0.29 -0.02 0.51
H -1.79112 2.41454 0.43417 -0.14 -0.14 0.34
H -1.05812 2.50554 -0.86083 0.27 0.18 -0.90
O 1.57988 -1.47746 -1.49483 0.30 -0.58 -0.77
H 1.13888 -2.32746 -1.47183 -0.09 -0.16 -0.09
H 1.42388 -1.10646 -0.63583 -0.14 0.53 0.99
O -1.40712 -1.05146 -0.67283 -1.78 -1.23 0.29
H -2.32612 -0.97946 -0.32983 0.70 -0.33 -0.50
H -1.05712 -0.23246 -0.37683 0.87 1.32 0.15
O 0.90188 0.32254 0.58917 -0.07 0.46 -1.29
H 0.19788 0.99954 0.50217 0.43 -0.39 0.61
H 0.97388 -0.02646 1.46317 -0.17 -0.04 0.99
O -1.77212 -1.13546 3.24517 0.90 1.02 -0.95
H -2.09112 -1.94646 3.62217 0.17 -0.64 0.01
H -0.99512 -1.31246 2.65417 -1.06 -0.46 0.91
```
Forces are in eV/Å.

Values from the calculation:
**SMILES string**: O.O.O.O.O.O.O.O
**Energy**: -16639.9028 eV
**Max |F|**: 3.4 eV Å⁻¹

# 3
Formula: C4H2F2O
Source: OMol25
Level of theory: wB97M-V/def2-TZVPD

```
9
Properties=species:S:1:pos:R:3:forces:R:3
C 0.30474 2.06028 0.65639 -0.14 0.98 0.10
C 0.28075 0.84899 0.26247 1.20 -0.73 0.35
C 0.69431 -0.50748 0.15557 -0.31 -0.38 -1.18
C -0.47926 -0.17039 -0.67338 1.28 0.53 -0.06
O -1.73593 -0.44200 -0.35519 -1.25 -0.31 -0.30
F 1.85946 -0.99863 -0.34282 -1.30 0.74 0.67
F -0.16123 0.04231 -1.99059 -0.95 -0.24 0.60
H 1.66776 -1.09542 2.74682 -0.05 -0.01 -0.05
H -2.43061 0.26235 -0.45927 1.50 -0.59 -0.14
```
Forces are in eV/Å.

Values from the calculation:
**Energy**: -11652.4886 eV
**Max |F|**: 1.6 eV Å⁻¹

# 4
Formula: C48H64N10O4
Source: OMol25
Level of theory: wB97M-V/def2-TZVPD

```
126
Properties=species:S:1:pos:R:3:forces:R:3
C 16.22511 -10.38067 28.83637 -1.22 0.14 -0.04
C 16.21371 -9.05640 29.56454 1.25 2.36 0.14
C 17.74577 -8.67221 29.74486 -0.53 -1.05 0.47
O 18.39875 -9.90027 29.47304 0.73 -0.77 -0.05
C 17.65736 -10.59230 28.48961 1.09 -0.32 -0.05
H 15.64165 -10.36129 27.91588 -0.28 0.01 0.07
H 15.77615 -11.10818 29.51258 0.29 -0.53 -0.10
H 15.75565 -9.03713 30.55344 -0.14 -0.38 -0.11
H 15.77107 -8.24312 28.98944 -0.33 -0.13 -0.02
H 18.03574 -8.44638 30.77104 -0.32 0.24 0.01
H 18.16451 -7.87592 29.12948 -0.44 0.12 -0.44
H 17.96505 -11.63624 28.42951 0.13 -0.11 0.40
H 17.89891 -10.20655 27.49918 -0.15 0.31 -0.25
C 13.11750 -12.80276 30.73032 0.27 -0.40 0.06
C 14.11197 -13.95416 30.83789 -1.17 -1.01 -0.90
O 13.90007 -15.06597 30.35399 0.95 1.61 0.97
N 15.26777 -13.70076 31.61733 0.31 -3.48 0.22
C 16.15137 -14.77200 32.13376 -0.81 0.64 -0.28
H 13.02111 -12.24702 31.66303 0.05 -0.05 0.09
H 12.15710 -13.23861 30.45509 0.12 0.04 0.04
H 13.40489 -12.08939 29.95792 0.22 -0.07 -0.08
H 15.29067 -12.79901 32.07167 0.83 1.91 1.02
H 15.79474 -15.20092 33.07021 -0.92 0.38 0.54
H 17.10441 -14.37406 32.48228 0.15 0.21 -0.71
H 16.13691 -15.67412 31.52216 0.32 0.47 -0.62
C 12.55039 -8.90636 30.58047 0.10 -0.18 -0.76
C 11.63861 -9.70860 31.44742 -0.50 0.49 1.80
O 11.70337 -9.68706 32.68754 0.11 -0.69 -1.68
N 10.64282 -10.33684 30.76252 0.35 -0.30 -0.13
C 9.86448 -11.42296 31.31776 -0.57 -0.17 -0.35
H 13.47639 -8.59593 31.06445 -0.41 0.22 0.14
H 11.93252 -8.09794 30.18961 0.34 0.46 0.19
H 12.81957 -9.47505 29.69038 0.16 -0.14 -0.09
H 10.65907 -10.29029 29.75373 0.14 0.12 0.23
H 10.51098 -12.14947 31.80999 -0.19 0.11 0.33
H 9.37543 -11.92695 30.48414 0.11 -0.08 -0.06
H 9.03773 -11.09965 31.95028 0.38 0.11 0.33
C 19.79644 -7.35051 25.42496 0.33 0.04 -0.37
C 19.23640 -6.19343 26.20005 1.18 0.81 0.47
O 19.97002 -5.25556 26.55438 -1.05 -0.95 -0.45
N 17.93396 -6.22368 26.55905 -1.04 -0.98 -0.24
C 16.96335 -7.34611 26.33180 0.31 1.13 0.29
H 20.83366 -7.10320 25.19890 -0.02 -0.24 0.26
H 19.31654 -7.51901 24.46091 -0.35 0.10 0.08
H 19.72553 -8.27734 25.99422 0.12 -0.05 0.05
H 17.64781 -5.35121 26.97979 -0.48 -0.19 0.10
H 17.33485 -8.29157 26.72703 0.23 0.07 -0.21
H 16.62743 -7.45625 25.30072 0.52 0.00 -0.25
H 16.02887 -7.15210 26.85831 0.20 0.37 0.33
N 21.00648 -8.04208 31.42709 -0.29 1.68 2.02
C 21.03189 -6.78606 32.00855 -0.09 -1.98 -0.90
C 21.05202 -5.62364 31.27784 0.27 0.18 -0.71
C 21.10099 -5.69421 29.87547 -1.07 -1.26 0.56
C 21.04967 -6.98772 29.32648 0.03 1.03 -1.32
C 20.98628 -8.10086 30.10970 0.68 -0.50 1.60
H 21.02087 -6.75733 33.08811 0.03 -0.11 0.12
H 21.05221 -4.67134 31.78727 0.00 0.09 0.01
H 20.96306 -4.79165 29.29862 0.46 -0.11 -0.36
H 21.04252 -7.24275 28.27704 0.08 0.77 -0.37
H 21.00740 -9.12275 29.76084 -0.21 0.08 -0.72
N 15.80020 -4.26479 28.36001 0.90 -0.57 1.88
C 16.73314 -4.42987 29.36276 -1.12 0.56 -1.03
C 16.47440 -5.12373 30.53251 0.61 -0.57 -0.49
C 15.29278 -5.81105 30.64611 -0.58 -0.05 0.75
C 14.35735 -5.71588 29.64610 -0.64 0.55 0.04
C 14.63098 -4.87651 28.59069 0.84 -0.16 -1.28
H 17.68491 -3.94355 29.20779 0.11 0.04 -0.11
H 17.21245 -5.32113 31.29587 0.31 0.55 -0.02
H 15.11652 -6.32362 31.58025 -0.22 -0.40 -0.06
H 13.35844 -6.12642 29.64010 0.09 -0.38 0.43
H 13.90965 -4.82096 27.78881 -0.19 0.34 -0.10
N 22.20937 -9.90371 27.25370 0.67 -1.10 0.35
C 21.17105 -10.79519 27.23028 1.60 1.26 -0.22
C 21.29253 -12.08568 27.65830 0.48 -0.69 0.30
C 22.51704 -12.52887 28.14541 -0.04 0.19 -0.28
C 23.61356 -11.67327 28.16147 -0.59 0.74 -0.31
C 23.44421 -10.34491 27.68238 -2.77 -0.99 1.03
H 20.21612 -10.46389 26.84985 0.00 0.40 -0.07
H 20.46207 -12.77534 27.62522 -0.20 0.06 0.03
H 22.54885 -13.54394 28.51286 0.39 -0.07 0.12
H 24.53383 -11.99826 28.62396 0.20 0.09 -0.18
H 24.17575 -9.59359 27.94075 0.21 0.15 -0.69
N 18.82831 -17.01302 29.53435 -0.04 -0.02 0.34
C 17.62831 -17.11330 28.92681 1.15 -0.31 0.26
C 16.81805 -16.04404 28.67265 -0.05 0.83 0.26
C 17.26893 -14.77154 29.06646 0.06 -0.50 -0.16
C 18.52924 -14.63026 29.62848 -0.17 -1.08 0.59
C 19.26104 -15.82000 29.92093 -0.92 1.07 -1.44
H 17.36066 -18.11118 28.61216 -0.11 -0.11 0.02
H 15.86571 -16.21255 28.19196 -0.10 0.19 0.01
H 16.61065 -13.92386 28.94600 0.06 0.31 -0.24
H 18.90548 -13.66425 29.93124 0.12 0.11 0.01
H 20.25299 -15.72141 30.33653 0.08 -0.29 0.28
N 19.52047 -11.53310 24.19911 -0.44 1.06 0.34
C 18.51914 -10.61679 24.05077 -0.02 -1.53 -0.05
C 17.23507 -10.83553 24.52926 -0.06 -1.41 0.54
C 16.98142 -12.02364 25.26820 0.96 1.29 -0.79
C 18.04885 -12.87892 25.51796 -0.43 0.25 0.27
C 19.30967 -12.60032 24.96928 -0.97 0.67 -0.46
H 18.68825 -9.75549 23.42151 0.44 0.04 0.00
H 16.39469 -10.20657 24.27515 0.15 0.35 0.03
H 15.96708 -12.19052 25.59937 0.03 -0.33 0.20
H 17.87046 -13.72988 26.15862 0.24 -0.30 -0.09
H 20.15164 -13.26196 25.10971 0.04 -0.12 0.01
N 20.51949 -12.32173 33.09962 -1.01 -0.23 -0.36
C 20.86888 -11.59495 31.98462 1.56 -2.07 2.87
C 22.17011 -11.78693 31.54895 -0.15 0.13 -0.67
C 23.02270 -12.72037 32.15384 0.02 1.04 -0.49
C 22.61981 -13.46557 33.23930 -0.10 0.09 -0.48
C 21.32223 -13.25058 33.67482 -0.26 1.10 -1.29
H 20.19370 -10.84568 31.59844 -0.13 -0.08 -0.09
H 22.50305 -11.21609 30.69474 0.26 0.02 -0.04
H 24.03182 -12.75729 31.77083 0.12 -0.29 0.01
H 23.28228 -14.19585 33.68001 -0.08 -0.02 0.17
H 20.94092 -13.88111 34.46441 -0.41 0.34 0.26
N 15.91384 -11.24965 32.89843 -1.04 0.67 0.38
C 17.22592 -11.00808 32.89978 -0.31 1.38 -0.95
C 17.73916 -9.69810 33.07108 -0.78 -1.08 -0.29
C 16.83447 -8.67061 33.31820 0.25 -0.16 -0.31
C 15.45722 -8.89672 33.36988 0.84 -1.47 0.22
C 15.04832 -10.23057 33.17176 0.66 0.40 0.21
H 17.80715 -11.84451 32.54065 0.64 0.09 0.42
H 18.78233 -9.49969 32.87401 0.17 0.00 0.35
H 17.21663 -7.66430 33.40592 0.03 0.14 0.11
H 14.81676 -8.06826 33.63422 -0.44 -0.28 -0.16
H 14.00807 -10.50746 33.25897 -0.19 0.11 -0.15
```
Forces are in eV/Å.

Values from the calculation:
**Multiplicity**: 2
**Energy**: -73895.0932 eV
**Max |F|**: 3.9 eV Å⁻¹
**Total charge**: +1

# 5
Formula: CH6NOPS2
Source: OMol25
Level of theory: wB97M-V/def2-TZVPD

```
12
Properties=species:S:1:pos:R:3:forces:R:3
C -1.08029 0.30004 2.65220 1.21 -1.91 -0.58
N 1.49541 1.05937 -3.03084 0.28 -1.26 2.14
O -0.66814 -1.24382 -1.46005 0.01 -0.59 -3.41
P -0.65178 -1.08660 -0.02710 -1.13 3.89 2.20
S -0.09687 -2.43587 1.24134 0.93 -2.51 1.80
S -1.27940 0.73892 0.92561 0.08 -0.01 -1.18
H -0.47820 1.03705 3.21616 -0.89 -0.29 -0.22
H -0.41859 -0.61593 2.54580 -0.42 0.83 0.78
H -2.03362 -0.09050 3.01199 0.26 0.61 0.56
H 2.05109 1.11604 -3.86797 -0.08 -0.34 -0.38
H 0.94264 0.13847 -2.97172 1.41 1.85 -0.19
H 2.21775 1.08280 -2.23543 -1.66 -0.28 -1.51
```
Forces are in eV/Å.

Values from the calculation:
**Multiplicity**: 3
**Energy**: -35628.0175 eV
**Max |F|**: 4.6 eV Å⁻¹